The following is a quantum chemistry calculation of a structure of composition C51H44FN3O9RhS3Te, from the OMol25 dataset.

## Properties
Charge: -1
Relative energy (zero: lowest compared OMol25 entry of this formula, charge and spin) in kcal per mole: 64.9
Gap between HOMO and LUMO in eV: 3.908
Molar mass in g mol⁻¹: 1188.6
E in a.u.: -4484.30887

Element x y z (Å)
Rh (0.520, -0.731, -0.802)
C (5.249, -2.626, 5.520)
C (4.929, -1.162, 5.205)
C (4.593, -0.331, 6.444)
C (3.271, -0.788, 7.049)
C (2.197, -0.755, 6.001)
C (0.883, -0.523, 6.348)
C (-0.104, -0.484, 5.372)
F (-1.372, -0.239, 5.762)
C (0.187, -0.684, 4.048)
C (1.514, -0.912, 3.673)
C (1.806, -1.139, 2.249)
O (0.871, -1.287, 1.453)
C (3.211, -1.177, 1.928)
C (4.125, -1.178, 2.932)
N (3.836, -1.090, 4.247)
C (2.531, -0.930, 4.646)
C (3.789, -1.143, 0.507)
O (4.977, -1.405, 0.370)
O (3.011, -0.751, -0.413)
H (6.079, -2.694, 6.221)
H (5.524, -3.142, 4.601)
H (4.382, -3.128, 5.941)
H (5.808, -0.718, 4.721)
H (4.514, 0.719, 6.151)
H (5.399, -0.418, 7.174)
H (2.989, -0.143, 7.883)
H (3.378, -1.803, 7.444)
H (0.610, -0.357, 7.378)
H (-0.580, -0.671, 3.290)
H (5.172, -1.254, 2.672)
C (-6.283, 0.184, -1.208)
C (-4.807, 0.301, -1.452)
C (-4.258, 1.409, -2.077)
C (-2.905, 1.490, -2.395)
C (-2.332, 2.626, -3.129)
O (-1.131, 2.771, -3.294)
C (-3.248, 3.648, -3.726)
C (-4.350, 3.336, -4.517)
C (-5.089, 4.348, -5.108)
C (-4.735, 5.673, -4.922)
C (-3.624, 5.990, -4.159)
C (-2.883, 4.982, -3.572)
C (-2.011, 0.454, -1.968)
O (-0.760, 0.518, -2.186)
C (-2.593, -0.659, -1.258)
C (-3.957, -0.728, -1.054)
C (-1.657, -1.646, -0.707)
N (-0.653, -2.142, -1.457)
C (-0.790, -2.496, -2.853)
C (0.215, -1.827, -3.785)
Te (2.119, -1.635, -2.738)
C (2.661, 0.306, -3.450)
C (3.931, 0.749, -3.077)
C (4.370, 2.009, -3.445)
C (3.541, 2.848, -4.175)
C (2.281, 2.412, -4.543)
C (1.841, 1.146, -4.194)
C (-1.815, -2.171, 0.644)
C (-2.656, -1.581, 1.599)
C (-2.817, -2.159, 2.844)
C (-2.126, -3.312, 3.180)
C (-1.263, -3.885, 2.259)
C (-1.110, -3.331, 1.008)
H (-6.801, 1.086, -1.523)
H (-6.497, 0.008, -0.154)
H (-6.683, -0.658, -1.775)
H (-4.894, 2.243, -2.327)
H (-4.621, 2.305, -4.696)
H (-5.948, 4.101, -5.719)
H (-5.318, 6.457, -5.385)
H (-3.337, 7.023, -4.026)
H (-2.016, 5.219, -2.980)
H (-4.373, -1.599, -0.565)
H (-1.811, -2.263, -3.198)
H (-0.649, -3.588, -2.897)
H (-0.103, -0.805, -3.967)
H (0.298, -2.361, -4.730)
H (4.557, 0.105, -2.474)
H (5.361, 2.337, -3.153)
H (3.882, 3.836, -4.450)
H (1.610, 3.061, -5.083)
H (0.839, 0.859, -4.475)
H (-3.167, -0.657, 1.371)
H (-3.481, -1.702, 3.564)
H (-2.246, -3.752, 4.160)
H (-0.705, -4.772, 2.521)
H (-0.436, -3.779, 0.294)
N (1.261, 1.367, -0.280)
C (0.213, 2.302, -0.091)
C (0.254, 3.538, -0.727)
C (-0.761, 4.454, -0.507)
C (-1.806, 4.103, 0.313)
C (-1.891, 2.868, 0.913)
C (-0.862, 1.963, 0.728)
S (-3.185, 5.264, 0.511)
O (-3.884, 4.803, 1.698)
O (-2.533, 6.558, 0.644)
O (-3.912, 5.072, -0.739)
H (1.903, 1.667, -1.012)
H (1.787, 1.185, 0.575)
H (1.069, 3.773, -1.394)
H (-0.738, 5.441, -0.937)
H (-2.749, 2.652, 1.527)
H (-0.893, 0.979, 1.184)
C (2.452, -7.972, -2.981)
O (2.139, -6.613, -2.759)
C (2.216, -6.157, -1.505)
S (2.704, -7.115, -0.232)
S (1.765, -4.566, -1.234)
H (2.215, -8.175, -4.024)
H (1.859, -8.616, -2.324)
H (3.512, -8.166, -2.791)



The following is a quantum chemistry calculation of a cluster of 2 separate species, C6H11O5 in total, from the OMol25 dataset.

## Properties
Charge: -1
Relative energy (zero: lowest compared OMol25 entry of this formula, charge and spin) in kcal per mole: 0.0
Gap between HOMO and LUMO in eV: 7.288
Molar mass in g mol⁻¹: 163.1
E in a.u.: -611.48817

Element x y z (Å)
O (-0.835, -2.198, 2.886)
C (-0.712, -1.688, 1.756)
O (0.113, -2.092, 0.859)
C (-1.671, -0.478, 1.401)
C (-3.161, -0.903, 1.575)
O (-3.923, -0.332, 2.303)
O (-3.534, -2.025, 0.801)
H (-1.458, 0.460, 1.955)
H (-1.539, -0.297, 0.301)
H (-3.688, -2.716, 1.471)
C (2.577, 1.744, -0.619)
C (1.556, 0.646, -0.881)
C (1.439, 0.345, -2.367)
O (0.288, 1.044, -0.376)
H (2.281, 2.677, -1.111)
H (2.643, 1.957, 0.450)
H (3.567, 1.458, -0.980)
H (1.844, -0.260, -0.345)
H (1.105, 1.231, -2.919)
H (0.696, -0.436, -2.539)
H (2.395, 0.017, -2.781)
H (0.016, 1.846, -0.840)



The following is a quantum chemistry calculation of a cluster of 2 separate species, C4H4N2S in total, from the OMol25 dataset.

## Properties
Relative energy (zero: lowest compared OMol25 entry of this formula, charge and spin) in kcal per mole: 129.9
Gap between HOMO and LUMO (alpha / beta) in eV: 7.495 / 5.725
Molar mass in g mol⁻¹: 112.2
E in a.u.: -662.31862

Element x y z (Å)
C (-3.070, -1.161, -0.610)
C (-2.136, 0.808, 0.932)
C (0.236, 0.122, 0.530)
C (-1.044, 0.735, 0.058)
N (-4.078, -1.623, -0.286)
N (-2.957, 1.037, 1.690)
S (-0.921, 1.750, -1.344)
H (0.915, 0.042, -0.266)
H (0.015, -0.698, 1.080)
H (0.746, 0.743, 1.179)
H (0.434, 1.319, -1.631)



The following is a quantum chemistry calculation of a cluster of 2 separate species, C3H4S in total, from the OMol25 dataset.

## Properties
Relative energy (zero: lowest compared OMol25 entry of this formula, charge and spin) in kcal per mole: 70.0
Gap between HOMO and LUMO in eV: 10.210
Molar mass in g mol⁻¹: 72.1
SMILES: C1=CC=1.S
E in a.u.: -514.73102

Element x y z (Å)
C (0.183, -1.709, 0.499)
C (1.434, -2.036, 0.140)
C (1.059, -0.664, 0.088)
S (-1.080, 2.898, -1.309)
H (-0.756, -2.070, 0.845)
H (2.142, -2.820, 0.010)
H (-0.601, 1.796, -0.751)
H (-0.835, 3.622, -0.226)



The following is a quantum chemistry calculation of a structure of composition C16H27LiNO5, from the OMol25 dataset.

## Properties
Charge: +1
Relative energy (zero: lowest compared OMol25 entry of this formula, charge and spin) in kcal per mole: 0.0
Gap between HOMO and LUMO (alpha / beta) in eV: 5.373 / 6.329
Molar mass in g mol⁻¹: 320.3
E in a.u.: -1064.02907

Element x y z (Å)
C (-0.922, -2.303, -6.976)
C (-1.781, -1.378, -7.506)
H (-1.302, -3.214, -6.502)
H (0.135, -2.345, -7.227)
C (-2.134, -0.047, -7.021)
C (-2.054, 0.490, -5.761)
H (-2.023, -0.088, -4.843)
H (-2.060, 1.569, -5.683)
C (-2.252, -1.828, -8.869)
H (-1.927, -2.868, -8.985)
H (-1.783, -1.251, -9.673)
H (-3.337, -1.801, -8.977)
C (-2.671, 0.873, -8.117)
H (-3.669, 0.537, -8.425)
H (-2.026, 0.873, -9.003)
H (-2.761, 1.905, -7.757)
Li (0.045, 0.400, -0.091)
O (-0.034, -0.186, -1.804)
C (1.037, -0.186, -2.455)
O (1.393, 1.727, -0.404)
C (1.906, 1.877, -1.532)
O (2.598, 2.945, -1.885)
N (1.827, 0.966, -2.582)
C (3.069, 2.803, -3.261)
C (2.385, 1.571, -3.799)
H (4.159, 2.687, -3.228)
H (2.802, 3.727, -3.789)
H (3.059, 0.886, -4.290)
H (1.597, 1.866, -4.495)
C (1.598, -1.454, -2.891)
C (1.054, -2.594, -2.390)
H (2.495, -1.434, -3.497)
H (0.081, -2.563, -1.929)
H (1.571, -3.556, -2.394)
C (-1.485, 2.068, 1.461)
O (-1.487, 0.664, 1.140)
C (-1.532, -0.272, 2.243)
C (-0.152, -0.861, 2.540)
O (0.635, -0.788, 1.340)
C (2.024, -1.098, 1.450)
H (-2.509, 2.416, 1.672)
H (-1.096, 2.587, 0.576)
H (-0.832, 2.290, 2.322)
H (-1.941, 0.203, 3.149)
H (-2.189, -1.090, 1.912)
H (0.324, -0.290, 3.355)
H (-0.264, -1.914, 2.844)
H (2.602, -0.166, 1.517)
H (2.249, -1.736, 2.321)
H (2.305, -1.618, 0.526)



The following is a quantum chemistry calculation of a structure of composition C9H4MnN2O3, from the OMol25 dataset.

## Properties
Multiplicity: 6
Charge: +2
Relative energy (zero: lowest compared OMol25 entry of this formula, charge and spin) in kcal per mole: 9.3
Gap between HOMO and LUMO (alpha / beta) in eV: 7.302 / 5.903
Molar mass in g mol⁻¹: 243.1
<S²>: 8.775
E in a.u.: -1830.73852

Element x y z (Å)
O (0.786, -3.757, -3.672)
C (0.551, -3.176, -2.655)
Mn (0.530, -0.027, -1.920)
C (-0.652, 1.012, -2.774)
C (2.070, 0.881, -2.110)
O (-1.300, 1.143, -3.783)
O (3.132, 0.934, -2.702)
N (-1.260, 0.724, 4.932)
C (-0.974, 0.546, 3.798)
C (-0.623, 0.329, 2.408)
C (-0.497, 1.470, 1.601)
C (-0.161, 1.294, 0.261)
N (0.046, 0.015, -0.142)
C (-0.087, -1.110, 0.625)
C (-0.422, -0.957, 1.918)
H (-0.650, 2.484, 1.991)
H (-0.047, 2.074, -0.473)
H (0.092, -2.068, 0.112)
H (-0.534, -1.811, 2.584)



The following is a quantum chemistry calculation of a structure of composition C22H16Cl3N2O2S2Yb, from the OMol25 dataset.

## Properties
Multiplicity: 2
Relative energy (zero: lowest compared OMol25 entry of this formula, charge and spin) in kcal per mole: 16.7
Gap between HOMO and LUMO (alpha / beta) in eV: 7.697 / 7.598
Molar mass in g mol⁻¹: 683.9
<S²>: 0.751
E in a.u.: -4443.65592

Element x y z (Å)
Yb (-0.402, -1.492, -0.660)
C (-1.257, 2.539, 1.456)
C (-1.477, 1.381, 0.571)
N (-0.532, 0.501, 0.403)
N (0.642, 0.609, 1.187)
C (1.759, 0.126, 0.613)
S (2.014, -0.686, -0.920)
S (3.066, 0.513, 1.736)
C (4.456, 0.963, 0.700)
C (4.323, 2.223, -0.122)
C (4.471, 2.178, -1.496)
C (4.168, 3.317, -2.298)
C (3.627, 4.471, -1.770)
C (3.459, 4.489, -0.380)
C (3.728, 3.389, 0.446)
C (-2.682, 1.229, -0.179)
C (-3.682, 2.133, 0.032)
C (-4.817, 2.178, -0.663)
C (-5.005, 1.397, -1.829)
C (-4.047, 0.503, -2.054)
C (-2.915, 0.337, -1.237)
O (-2.092, -0.613, -1.509)
H (-1.457, 3.571, 1.156)
H (-0.313, 2.438, 1.966)
H (-2.001, 2.475, 2.317)
H (4.729, 0.168, 0.017)
H (5.309, 1.119, 1.426)
H (4.839, 1.287, -1.960)
H (4.287, 3.246, -3.395)
H (3.373, 5.381, -2.293)
H (3.063, 5.319, 0.172)
H (3.523, 3.368, 1.486)
H (-3.605, 2.815, 0.880)
H (-5.655, 2.795, -0.230)
H (-5.901, 1.461, -2.391)
H (-4.151, -0.134, -2.914)
Cl (-1.251, -7.951, 2.974)
C (-1.087, -6.644, 1.887)
C (-0.884, -5.353, 2.362)
C (-0.912, -4.312, 1.464)
Cl (-0.660, -2.581, 2.024)
C (-1.031, -4.533, 0.084)
O (-0.884, -3.597, -0.802)
C (-1.276, -5.884, -0.354)
Cl (-1.207, -6.059, -2.091)
C (-1.272, -6.913, 0.535)
H (-0.938, -5.220, 3.414)
H (-1.442, -7.944, 0.241)